1.
123
Properties=species:S:1:pos:R:3:forces:R:3 method="wB97M-V/def2-TZVPD" total_charge=0 e_homo_ev=-7.650 energy_ha=-3159.947631 gap_ev=7.46
N 2.661103 -1.050312 -2.717531 1.483 -3.710 -4.637
H 2.802194 -1.465046 -1.774291 -0.814 0.916 -0.602
H 3.255052 -1.665721 -3.372031 -0.894 0.653 1.305
H 3.108141 -0.058420 -2.933834 -0.993 -1.667 1.251
H 1.768860 -1.121987 -3.180618 -1.176 -0.255 0.972
N -3.290732 -0.299749 -2.228052 1.563 -1.720 -2.925
H -2.784568 -1.256465 -2.418266 -0.840 2.395 0.054
H -4.265808 -0.267823 -2.480518 -0.229 0.097 -0.782
H -2.690883 0.504540 -2.539703 -0.499 -1.018 0.215
H -3.301216 -0.266801 -1.274424 0.639 0.356 3.917
S -0.142521 -0.836338 -1.050748 -2.825 -5.273 0.932
O -1.394253 -0.741565 -0.202116 0.852 0.938 -0.078
O 0.286598 -2.239292 -1.078010 -0.127 -0.970 -0.254
O -0.495211 -0.441001 -2.392580 -1.264 1.630 -3.289
O 0.989343 -0.107018 -0.634154 0.657 -1.574 2.973
O -3.063555 2.458341 -0.818209 -5.236 -1.878 -3.019
C -2.295217 2.756725 -0.014913 5.731 2.392 1.660
O -2.471333 3.551083 1.057072 0.141 -1.057 -0.619
C -3.765572 4.007815 1.325731 -1.142 1.413 -0.640
C -3.678943 5.486153 1.639941 -1.100 1.550 -1.924
C -0.806539 2.601503 -0.335832 -0.980 1.558 0.347
H -4.132499 3.451948 2.102780 -0.750 -1.319 2.510
H -4.580750 3.806702 0.571132 1.499 0.358 -0.134
H -3.186222 5.904306 2.526654 -0.023 -0.872 -0.063
H -4.728217 5.891390 1.599383 0.901 -0.261 0.306
H -3.189213 5.958918 0.738335 -0.337 -0.295 0.930
H -0.761456 2.318085 -1.393385 -0.173 0.276 0.393
H -0.446234 1.706069 0.190877 0.564 0.918 0.317
H -0.372773 3.702701 -0.222793 -0.324 -2.815 0.254
O 2.415472 1.650489 -4.420723 -0.550 -0.300 -0.298
C 1.925316 2.161022 -5.405371 0.859 0.709 0.570
O 0.636785 2.247954 -5.664376 0.204 1.854 -1.233
C -0.282751 1.600205 -4.861049 -4.477 5.305 1.816
C -1.694291 1.587813 -5.477555 0.964 -4.301 -0.789
C 2.788017 2.783293 -6.450678 4.190 0.512 1.733
H -0.417325 1.955065 -3.743409 0.742 -0.139 -2.286
H 0.034063 0.719671 -4.820209 2.394 -7.755 1.005
H -2.068165 2.485364 -5.592155 -1.929 4.973 0.267
H -2.381658 0.970409 -4.868779 0.484 0.397 0.000
H -1.908778 1.232142 -6.532931 1.307 -0.358 0.972
H 3.452020 3.743694 -6.171768 -1.750 -2.338 0.146
H 2.423148 3.126931 -7.324099 -2.261 0.625 -2.826
H 3.549974 2.005863 -6.717039 -0.492 0.638 0.295
O -5.828066 0.972093 2.457624 1.877 -2.777 -3.087
C -5.325149 0.305863 1.488353 -1.658 3.966 2.245
O -5.888942 0.426566 0.272482 1.151 -0.544 -0.496
C -7.110721 1.187608 0.091496 1.963 0.751 -1.968
C -7.406456 1.176996 -1.436819 4.691 3.549 1.984
C -4.023521 -0.477796 1.591330 -0.116 1.505 0.320
H -7.021339 2.187314 0.535015 -0.107 -0.422 -0.071
H -7.797260 0.580302 0.534174 -2.432 -1.013 1.643
H -7.259055 0.251796 -1.798558 -0.169 -3.399 -1.300
H -6.639872 1.834812 -1.999546 -0.869 -0.864 0.999
H -8.281409 1.637991 -1.632675 -3.240 0.955 -0.655
H -3.048163 0.141615 1.342780 -2.070 -0.920 1.116
H -3.935245 -1.273321 0.889263 -0.295 -0.842 -0.471
H -4.216990 -0.850164 2.616821 1.430 0.008 -0.390
O 3.643937 0.654548 -1.960204 1.040 7.014 1.658
C 3.039879 1.778847 -1.817472 -0.172 -1.218 0.804
O 3.578163 2.996549 -2.002848 0.335 -1.924 -0.955
C 4.887772 3.073014 -2.656450 -2.985 3.008 0.187
C 4.905986 4.023447 -3.824699 -0.426 -1.678 -1.535
C 1.603567 1.863152 -1.317470 1.731 4.291 -1.043
H 5.314659 2.202507 -2.884468 1.179 -3.841 -0.608
H 5.442037 3.586283 -1.959406 1.587 0.729 1.940
H 4.299208 4.888188 -3.540275 1.113 0.581 -0.145
H 4.401391 3.640054 -4.776432 0.986 0.165 1.677
H 6.030717 3.987382 -3.993647 -1.364 1.426 -0.229
H 1.427947 1.193451 -0.500102 0.802 0.815 -0.225
H 0.850430 1.570631 -2.160118 1.652 0.832 1.653
H 1.473876 2.846336 -0.741072 0.196 -0.577 -2.092
O 0.546007 -4.246570 4.023128 -2.098 1.380 -3.810
C -0.234886 -4.001557 3.045639 0.515 -2.018 2.706
O -1.553412 -4.292161 3.203604 -0.147 -0.287 0.161
C -2.156968 -4.801590 4.484858 1.729 1.390 0.044
C -3.623156 -4.585091 4.326055 -1.282 -1.715 2.396
C 0.134273 -3.468189 1.604857 2.083 -0.776 0.869
H -1.866554 -4.087761 5.295394 0.546 -0.921 -0.501
H -1.861095 -5.900859 4.756874 -0.416 2.175 -0.868
H -4.107444 -3.613106 4.321133 0.979 0.587 -0.161
H -4.006057 -5.019829 5.352735 0.073 0.248 -2.181
H -3.954824 -5.101529 3.445007 -0.633 -0.629 -0.104
H -0.240070 -2.417719 1.386461 -0.384 -1.922 -0.256
H 0.323957 -4.271629 0.687579 -1.413 2.247 2.551
H 1.165923 -3.248845 1.918343 -0.128 -0.153 -0.701
O 4.820864 -5.396206 -2.160183 1.998 -0.335 -0.321
C 4.197688 -4.484779 -1.719616 -0.502 1.209 0.222
O 4.681869 -3.280865 -1.218751 -0.687 -1.880 -1.467
C 6.132984 -2.973468 -1.289199 -4.086 1.599 -0.897
C 6.127324 -1.469072 -1.268854 -4.695 -1.310 -1.436
C 2.704755 -4.611028 -1.659068 1.185 3.354 2.389
H 6.554522 -3.235481 -2.249195 0.317 -1.067 0.287
H 6.421632 -3.336183 -0.365704 1.818 -1.153 1.307
H 5.711276 -1.059938 -2.191192 0.378 -0.013 -0.075
H 7.074654 -1.396050 -1.180281 6.936 2.138 0.186
H 5.666360 -0.976366 -0.463990 -0.816 0.144 1.326
H 2.254362 -3.771315 -2.223492 -0.239 -0.519 0.717
H 2.578812 -4.494114 -0.522444 -0.886 -0.259 -1.713
H 2.500714 -5.535418 -2.067731 -0.874 -1.868 -0.501
O 1.128580 0.535506 4.684044 -5.667 -1.226 -0.073
C -0.003041 0.076466 4.317268 3.974 2.283 1.090
O -0.903711 -0.354654 5.188544 -0.582 -1.030 0.082
C -0.552722 -0.677482 6.584307 0.443 -3.505 -1.425
C -1.799773 -0.827805 7.389487 -2.677 0.668 3.693
C -0.452254 0.139352 2.861502 -1.842 -7.557 1.488
H 0.161234 0.056397 6.882332 0.355 0.346 0.639
H -0.095773 -1.800504 6.620380 -0.414 2.800 -0.504
H -2.547677 -1.696046 7.227167 1.535 1.349 -0.745
H -2.480413 0.180412 7.405218 1.761 -2.403 0.205
H -1.483212 -1.161769 8.552767 -0.593 1.482 -2.968
H -0.784437 1.052259 2.668830 -1.457 3.987 -1.137
H -1.411359 -0.706898 2.799443 2.493 2.729 0.060
H 0.234778 -0.286113 2.105701 -0.478 1.078 0.817
C 2.496469 -1.159454 1.523117 1.439 -0.415 0.380
C 3.650537 -0.695462 2.389219 2.926 3.151 -1.176
O 4.831882 -0.538302 1.876587 -4.490 -1.172 2.149
C 3.244327 -0.087889 3.743178 2.001 -2.188 0.004
H 2.781067 -0.614341 0.552111 -1.226 -1.682 1.137
H 1.484359 -1.016509 1.971791 1.586 0.529 -0.714
H 2.523615 -2.271744 1.625528 0.619 0.716 -1.304
H 2.545736 0.769965 3.746673 1.189 -0.640 -0.899
H 4.181612 0.118494 4.329221 -0.959 -0.150 -0.412
H 2.639880 -0.921883 4.226789 0.974 1.039 -0.251

***

2.
136
Properties=species:S:1:pos:R:3:forces:R:3 method="wB97M-V/def2-TZVPD" total_charge=0 e_homo_ev=-9.623 energy_ha=-34811.514131 gap_ev=9.21
C -1.490461 -1.376782 -0.377209 0.377 -0.167 -1.439
O -1.981935 -2.371675 -0.896431 -0.021 0.131 0.675
N -0.259981 -1.306750 0.141941 1.006 -0.535 -0.461
C 0.408949 -0.051916 0.428653 0.731 0.307 -0.501
C 0.611484 -2.450247 0.303358 0.864 -0.073 -0.478
H -1.987411 -0.391425 -0.417115 -0.149 -0.047 0.211
H 1.131393 -0.154283 1.242912 -0.513 -0.187 0.018
H -0.338583 0.664806 0.769323 0.589 0.667 -0.826
H 1.053025 0.279857 -0.391267 -0.585 0.220 -0.306
H 1.411770 -2.389924 -0.443116 -0.036 -0.203 -0.207
H 1.083646 -2.417227 1.286985 -0.321 -0.075 -1.526
H 0.149498 -3.431565 0.236552 -0.402 0.239 -0.320
C 2.082337 -6.994406 -0.262435 -0.296 0.190 -0.249
Br 1.598228 -5.471098 -1.402217 0.466 -0.570 0.149
Br 3.994531 -7.279286 -0.046993 -0.569 -0.025 -0.404
Br 1.077613 -8.554913 -0.871261 0.568 0.430 0.351
H 1.738739 -6.713293 0.723332 -0.183 -0.205 -0.046
C 1.666314 -2.463846 -5.543905 -0.078 -0.192 0.300
Br 1.409139 -2.611122 -3.593805 0.263 0.144 -0.425
Br 3.517488 -2.329261 -6.080282 -0.543 0.025 0.321
Br 0.571779 -1.031942 -6.227143 0.186 -0.084 -0.012
H 1.263874 -3.394530 -5.917909 -0.003 0.047 -0.120
C -1.686874 -5.066635 1.792781 -0.145 -0.288 0.408
Br -2.293441 -6.122509 0.312056 -0.097 0.241 0.218
Br -0.150212 -5.955518 2.599554 -0.223 0.293 0.061
Br -3.072851 -4.715026 3.153890 0.564 -0.470 -0.591
H -1.348469 -4.108900 1.417003 -0.109 0.022 0.100
C -2.091887 -4.655757 -3.239586 -0.500 0.378 -1.250
Br -1.561690 -6.522468 -3.265069 -0.291 0.567 0.340
Br -3.870901 -4.264720 -2.573856 0.371 -0.521 -0.100
Br -2.026777 -4.014547 -5.127572 0.127 -0.112 0.640
H -1.404454 -4.010083 -2.706957 0.118 -0.314 0.238
C 3.829041 0.741647 2.507932 0.789 1.062 0.142
C 2.870756 1.897956 2.802516 0.214 -1.248 0.192
O 2.878700 2.762214 1.658667 -0.008 0.708 -0.455
P 1.921338 4.020117 1.611864 -0.508 1.196 0.979
O 1.883220 4.816547 0.378038 0.299 -0.863 0.161
O 2.294935 4.883735 2.925932 -0.197 -0.448 -0.569
C 3.634450 5.299429 3.136992 1.071 0.042 0.749
C 3.945552 6.736986 2.742919 -0.682 -0.267 -0.254
O 0.509852 3.480389 2.123274 0.419 -0.163 -0.405
C -0.666225 3.598157 1.309493 -0.577 0.204 0.405
C -1.762481 2.814425 2.048388 0.246 0.574 -0.538
H 3.544321 0.229352 1.589947 0.106 0.029 0.042
H 4.831691 1.162846 2.412859 0.118 -0.044 -0.325
H 3.857155 0.045474 3.345032 0.019 0.187 -0.213
H 1.879124 1.472248 2.958872 0.300 0.920 -0.146
H 3.201571 2.381021 3.721168 -0.023 0.538 -0.124
H 3.843086 5.233959 4.210628 -0.448 -0.108 0.045
H 4.335080 4.571222 2.713980 -0.078 0.184 -0.386
H 4.875033 7.027749 3.228580 0.108 0.074 -0.190
H 3.982953 6.881545 1.663770 0.198 -0.059 0.004
H 3.147087 7.383111 3.112028 0.058 0.006 0.114
H -0.933290 4.655675 1.264602 -0.010 -0.036 -0.129
H -0.493870 3.273299 0.282669 0.163 -0.249 0.116
H -2.209898 3.473674 2.790007 0.048 -0.220 0.242
H -2.562403 2.514998 1.369449 0.060 -0.101 -0.038
H -1.311166 1.948064 2.527498 -0.158 -0.011 0.023
C 2.894808 0.909862 -2.477933 0.415 0.247 -1.478
C 3.494620 0.526732 -3.843141 -0.239 -0.596 0.863
O 4.512703 1.457563 -4.224746 1.033 -0.202 -0.618
P 5.827585 0.926347 -5.017279 -0.449 -0.230 -0.358
O 5.943213 -0.534796 -5.153510 -0.059 0.641 0.607
O 5.826315 1.653018 -6.435616 -0.046 0.493 0.215
C 4.696130 1.546061 -7.314150 -0.412 -0.556 0.357
C 4.880997 2.401269 -8.539984 0.026 -0.378 -0.145
O 7.010948 1.657722 -4.290542 0.536 -0.483 0.160
C 7.277046 3.063402 -4.389730 -0.730 0.598 0.236
C 8.304024 3.533573 -3.381702 0.332 -0.375 0.228
H 3.705215 0.756196 -1.768922 -0.308 0.152 0.428
H 2.557704 1.945353 -2.498518 -0.002 0.019 0.281
H 2.047088 0.246883 -2.314638 0.058 -0.038 0.245
H 3.938985 -0.455965 -3.665198 0.052 0.004 -0.544
H 2.773190 0.454450 -4.658480 -0.145 0.067 0.152
H 4.537737 0.497432 -7.583235 0.276 -0.027 -0.066
H 3.807722 1.819030 -6.736408 -0.030 0.293 -0.162
H 5.757104 2.102022 -9.116937 0.225 0.096 0.298
H 4.052312 2.193641 -9.219488 -0.217 0.332 0.148
H 4.936910 3.454954 -8.276984 -0.037 0.049 -0.164
H 7.547733 3.294643 -5.418693 0.131 -0.009 0.027
H 6.337209 3.572748 -4.156248 0.010 0.106 -0.191
H 8.022359 3.282601 -2.358046 -0.198 -0.099 -0.087
H 9.298956 3.115208 -3.539238 -0.061 -0.070 -0.189
H 8.395022 4.619089 -3.414637 -0.087 0.025 -0.204
C -10.372547 4.165882 0.052349 0.268 -0.633 -0.500
C -9.317945 3.782162 -0.977769 -0.124 0.760 -0.583
O -8.219614 3.023523 -0.469569 -0.084 -1.042 0.850
P -8.445995 1.470003 -0.113426 0.746 0.589 -1.404
O -9.221422 0.759445 -1.147977 0.337 0.008 0.820
O -6.913562 0.979668 0.067950 -1.343 0.438 -0.396
C -6.520492 -0.218731 -0.614181 1.108 -0.869 0.837
C -5.060172 -0.451629 -0.228997 0.051 0.009 -1.035
O -9.022580 1.482737 1.352647 -0.391 0.397 0.387
C -8.924684 0.338542 2.223785 1.080 -0.539 -0.265
C -7.928142 0.656883 3.331372 -0.018 1.080 -0.648
H -11.206660 4.564206 -0.525753 -0.084 0.260 0.284
H -10.722259 3.274960 0.574667 -0.066 0.076 0.059
H -9.985982 4.881677 0.772983 -0.094 0.076 0.008
H -9.754626 3.290478 -1.849808 -0.090 -0.416 0.288
H -8.867205 4.683043 -1.399779 0.122 0.027 0.226
H -7.121906 -1.048193 -0.231256 -0.070 0.025 -0.190
H -6.610478 -0.207076 -1.699628 -0.301 0.514 0.057
H -4.905891 -0.545043 0.842016 -0.122 -0.038 -0.003
H -4.675175 -1.325970 -0.761133 -0.135 -0.279 0.325
H -4.435376 0.349923 -0.632398 -0.145 0.282 0.287
H -9.910130 0.063243 2.586674 -0.116 0.155 -0.121
H -8.510683 -0.474851 1.622374 -0.303 -0.261 0.139
H -7.545024 -0.196838 3.881773 -0.344 -0.120 0.113
H -7.083742 1.141698 2.833878 0.143 -0.218 0.057
H -8.339719 1.441497 3.968246 -0.026 -0.311 0.345
C 3.531503 -4.072748 1.452882 0.295 -0.220 -0.217
C 3.276873 -2.849185 2.302076 0.312 -0.364 -0.447
O 1.931204 -2.942329 2.806875 -0.234 0.649 1.050
P 1.167829 -1.653312 3.384486 -0.396 -0.436 0.986
O 1.775661 -0.326337 3.170096 -1.479 -2.481 0.742
O -0.260019 -1.873860 2.678757 0.644 -0.069 1.401
C -1.189081 -0.795020 2.563066 -1.408 0.480 -0.097
C -2.599677 -1.328366 2.605710 -0.632 -0.332 0.874
O 0.990021 -1.981187 4.940363 -0.186 0.300 -0.920
C 0.573385 -3.289698 5.352856 0.084 -1.286 -0.144
C 0.906214 -3.480270 6.810517 -0.846 0.386 0.067
H 4.499744 -4.021795 0.948137 0.079 0.223 0.214
H 3.574213 -4.955847 2.092625 -0.204 -0.057 -0.100
H 2.818034 -4.221604 0.640890 -0.186 0.132 0.328
H 3.987243 -2.882042 3.129032 -0.125 0.411 0.120
H 3.371269 -1.922218 1.737571 0.138 -0.019 0.079
H -1.065526 -0.049142 3.348243 0.280 -0.089 0.102
H -1.066740 -0.336241 1.580220 -0.427 -0.263 1.890
H -2.783054 -2.261599 2.074511 0.421 0.199 -0.377
H -2.899418 -1.555458 3.633201 0.003 0.078 0.004
H -3.314676 -0.601688 2.216076 0.218 0.161 0.042
H -0.465559 -3.532530 5.108619 -0.183 0.759 0.123
H 1.119287 -4.048233 4.787464 0.204 0.189 -0.132
H 1.978125 -3.636023 6.891258 -0.043 0.059 0.509
H 0.535519 -2.632926 7.392533 0.497 0.218 -0.065
H 0.316455 -4.299422 7.225563 0.409 -0.395 -0.219